The following is a DFT calculation (the ωB97M-V functional and the def2-TZVPD basis) of 8 unconnected molecules or ions with the total composition C24H68N4O10.

Geometry as ORCA input:
```
! RIJCOSX wB97M-V def2-TZVPD def2/J DEFGRID3
* xyz 0 1
C -2.5884 1.9835 -0.0923
O -2.0044 0.7649 0.3106
C -2.7715 0.0921 1.3054
C -2.1507 -1.2523 1.6045
C -1.9100 -2.1214 0.3639
N -2.9572 -1.8888 2.6546
H -2.1955 2.2531 -1.0740
H -2.3423 2.7864 0.6083
H -3.6709 1.8888 -0.2247
H -2.7271 0.6846 2.2279
H -3.8147 0.0048 0.9753
H -1.1834 -1.0519 2.0843
H -1.6162 -3.1325 0.6394
H -1.1311 -1.6964 -0.2677
H -2.8195 -2.1554 -0.2455
H -3.9109 -2.0337 2.3364
H -2.5871 -2.8077 2.8646
C 3.4474 -1.2692 2.3908
O 3.2207 -2.1829 1.3541
C 3.3708 -3.5144 1.8121
C 2.9907 -4.4950 0.7244
C 1.5205 -4.3560 0.3477
N 3.2405 -5.8762 1.1621
H 2.8553 -1.5139 3.2840
H 3.1532 -0.2661 2.0814
H 4.5049 -1.1982 2.6750
H 4.4087 -3.6770 2.1386
H 2.7058 -3.6611 2.6786
H 3.5844 -4.2810 -0.1663
H 1.3193 -3.3311 0.0369
H 0.8283 -4.6884 1.1237
H 1.3302 -4.9948 -0.5211
H 3.9963 -5.9285 1.8367
H 2.4166 -6.2142 1.6482
C 6.1419 -1.4012 7.0610
O 5.3012 -0.3296 6.7094
C 4.2059 -0.7584 5.9268
C 3.1821 0.3263 5.7399
N 3.7111 1.3230 4.8059
C 2.7862 2.4218 4.5003
C 1.5165 1.9128 3.8560
O 0.4777 1.8334 4.8161
C -0.6764 1.2647 4.2558
H 5.6774 -2.0179 7.8420
H 7.0614 -0.9851 7.4689
H 6.3787 -2.0224 6.1912
H 3.7035 -1.5874 6.4544
H 4.5468 -1.1043 4.9475
H 2.8930 0.7915 6.6924
H 2.3013 -0.1660 5.3203
H 4.5102 1.7133 5.2977
H 3.2627 3.1077 3.8010
H 2.5342 2.9699 5.4201
H 1.7018 0.8966 3.4734
H 1.2129 2.5468 3.0149
H -0.9900 1.7664 3.3338
H -1.4900 1.3530 4.9778
H -0.5375 0.1862 4.0782
C -5.2590 1.6158 -9.0866
O -5.7622 1.5060 -7.7774
C -6.1358 2.7549 -7.2491
C -6.5357 2.5720 -5.8059
N -5.4180 2.1241 -5.0095
C -5.8291 1.6338 -3.7030
C -4.6701 0.9818 -2.9841
O -4.1105 -0.0112 -3.7933
C -3.3076 -0.9091 -3.0595
H -4.9772 0.6162 -9.4114
H -4.3840 2.2722 -9.1085
H -6.0379 1.9806 -9.7681
H -6.9462 3.2290 -7.8204
H -5.2825 3.4559 -7.2904
H -7.4029 1.8824 -5.7637
H -6.9329 3.5230 -5.4303
H -4.9875 1.3486 -5.5064
H -6.6653 0.9168 -3.7692
H -6.1848 2.4750 -3.0982
H -5.0371 0.5732 -2.0262
H -3.9103 1.7253 -2.7019
H -3.9080 -1.4465 -2.3144
H -2.4965 -0.3822 -2.5396
H -2.8794 -1.6227 -3.7585
C 3.0271 -2.3266 -2.3357
O 4.3454 -2.1286 -2.8765
H 2.2901 -2.0132 -3.0772
H 2.8779 -3.3869 -2.1159
H 2.9712 -1.7632 -1.4142
H 4.4054 -2.6512 -3.6802
C 1.2283 0.2717 0.0037
O 0.3798 0.2980 -1.1247
H 1.1861 1.1833 0.6189
H 0.9705 -0.5531 0.6820
H 2.2588 0.1410 -0.3139
H -0.5181 0.2364 -0.7715
C 3.2762 1.5945 -2.7031
O 4.2162 2.5650 -3.1447
H 2.5423 1.3223 -3.4703
H 3.7815 0.6499 -2.4650
H 2.7791 1.9683 -1.8152
H 4.5565 2.2731 -3.9936
C 0.5548 3.8555 -0.4123
O -0.2118 4.9855 -0.8053
H 0.7614 3.9254 0.6546
H 0.0827 2.9022 -0.6596
H 1.5353 3.8693 -0.9055
H -0.1618 5.0553 -1.7619
*
```

## Properties
SMILES   COC[C@H](C)N.COC[C@H](C)N.COCCNCCOC.COCCNCCOC.CO.CO.CO.CO
F_max   1.02 eV Å⁻¹
Energy above the lowest of the compared OMol25 structures with the same formula, charge and spin   6.725 eV
E_HOMO   -8.87 eV
Frontier orbital gap   9.4 eV


The following is a DFT calculation (the ωB97M-V functional and the def2-TZVPD basis) of 2 unconnected molecules or ions with the total composition C5H12O2.

Geometry as ORCA input:
```
! RIJCOSX wB97M-V def2-TZVPD def2/J DEFGRID3
* xyz 0 1
C -2.1716 0.6211 -1.6831
O -0.9544 0.5515 -1.2149
C -0.5337 -0.0679 -0.1554
C 0.9066 0.0648 0.2282
C 1.0562 0.4676 1.6996
C 1.6772 -1.2369 -0.0467
O 1.6625 -1.6031 -1.4066
H -2.9195 -0.0685 -1.3052
H -2.5295 1.6397 0.3203
H -2.2624 1.1613 -2.6132
H -2.0587 1.4479 0.8851
H -1.2292 -0.7417 0.3452
H 1.3385 0.8422 -0.4142
H 2.1131 0.5335 1.9827
H 0.5796 -0.2697 2.3574
H 0.5868 1.4375 1.8883
H 2.7308 -1.1077 0.2225
H 1.2711 -2.0402 0.5932
H 0.7365 -1.6312 -1.6832
*
```

## Properties
F_max   0.52 eV Å⁻¹
Energy above the lowest of the compared OMol25 structures with the same formula, charge and spin   4.988 eV
E_HOMO (spin up / spin down)   -7.55 / -7.37 eV
Frontier orbital gap (spin up / spin down)   8.1 / 8.0 eV


The following is a DFT calculation (the ωB97M-V functional and the def2-TZVPD basis) of a molecular structure, C49H52Ge2MnN5O3.

Geometry as ORCA input:
```
! RIJCOSX wB97M-V def2-TZVPD def2/J DEFGRID3
* xyz 0 5
Mn 0.5480 -0.4649 0.3545
C -1.2407 -2.7438 -1.6700
C -1.9757 -3.0315 -0.3900
C -2.5871 -4.2729 -0.2262
C -3.2635 -4.5883 0.9379
C -3.3099 -3.6656 1.9726
C -2.7095 -2.4201 1.8481
C -2.7364 -1.4472 2.9923
C -2.0674 -2.0944 0.6433
N -1.4392 -0.8287 0.5016
C -2.2248 0.2660 0.5382
O -3.4468 0.3492 0.6281
C -1.4133 1.5550 0.4723
C -1.8770 2.8522 0.6136
C -0.9363 3.8795 0.5662
C 0.4210 3.6243 0.3932
C 0.8102 2.3012 0.2609
N -0.1133 1.3547 0.3209
C 2.2236 1.7695 0.0242
O 3.1704 2.5235 0.2021
N 2.1986 0.4642 -0.3450
C 3.2755 -0.1947 -0.9627
C 3.3794 -1.5788 -0.7206
C 2.4217 -2.2666 0.2163
C 4.3582 -2.3273 -1.3532
C 5.2355 -1.7338 -2.2475
C 5.0926 -0.3880 -2.5288
C 4.1160 0.3989 -1.9208
C 3.9492 1.8163 -2.3845
H -0.7096 -3.6318 -2.0173
H -0.5179 -1.9346 -1.5711
H -1.9237 -2.4392 -2.4657
H -2.5237 -4.9970 -1.0312
H -3.7369 -5.5559 1.0488
H -3.8184 -3.9135 2.8976
H -2.9427 -1.9661 3.9290
H -3.5080 -0.6901 2.8376
H -1.7794 -0.9297 3.0835
H -2.9362 3.0327 0.7296
H -1.2728 4.9050 0.6548
H 1.1597 4.4117 0.3458
H 2.4533 -1.8388 1.2185
H 2.6548 -3.3286 0.2900
H 1.3659 -2.2763 -0.1449
H 4.4259 -3.3895 -1.1473
H 5.9984 -2.3210 -2.7418
H 5.7415 0.0780 -3.2616
H 4.4805 1.9641 -3.3245
H 4.3083 2.5340 -1.6479
H 2.8944 2.0449 -2.5544
C 3.2664 0.2195 6.4690
N 2.2618 0.5030 5.4522
N 1.8850 -0.5056 4.5767
C 1.4651 0.0624 3.3850
O 0.9889 -0.6252 2.4666
C 1.6583 1.4686 3.5320
C 2.1788 1.6786 4.7725
C 2.6576 2.9409 5.3954
C 1.4578 -1.7656 5.0725
C 0.8698 -1.8544 6.3288
C 0.4481 -3.0886 6.7984
C 0.5900 -4.2219 6.0124
C 1.1625 -4.1183 4.7528
C 1.6099 -2.8955 4.2793
H 3.4270 -0.8534 6.5090
H 2.9226 0.5543 7.4465
H 4.2111 0.7061 6.2245
H 1.4352 2.2169 2.7928
H 2.3050 3.7897 4.8151
H 3.7490 2.9748 5.4129
H 2.2980 3.0387 6.4198
H 0.7230 -0.9612 6.9217
H -0.0077 -3.1579 7.7774
H 0.2510 -5.1823 6.3772
H 1.2692 -4.9966 4.1300
H 2.0596 -2.8098 3.3019
C -5.2330 1.7387 -1.9174
Ge -4.1064 0.7972 -3.2071
C -4.5201 1.4897 -5.0017
C -4.5734 -1.1040 -3.1275
Ge -1.7367 1.0174 -2.7676
C -1.1544 2.8833 -2.9152
C -2.0472 3.9359 -2.7051
C -1.6141 5.2540 -2.6883
C -0.2684 5.5473 -2.8671
C 0.6344 4.5150 -3.0841
C 0.1917 3.2009 -3.1082
C -0.5754 -0.0532 -3.9266
C 0.7514 -0.2719 -3.5444
C 1.6029 -1.0612 -4.3046
C 1.1312 -1.6571 -5.4667
C -0.1856 -1.4593 -5.8572
C -1.0315 -0.6669 -5.0919
H -6.2677 1.6504 -2.2553
H -4.9918 2.7985 -1.8374
H -5.1283 1.2829 -0.9331
H -5.5952 1.3958 -5.1709
H -3.9997 0.9369 -5.7838
H -4.2463 2.5414 -5.0907
H -5.6496 -1.2258 -3.2627
H -4.3048 -1.5160 -2.1536
H -4.0613 -1.6727 -3.9050
H -3.1019 3.7317 -2.5522
H -2.3274 6.0554 -2.5365
H 0.0726 6.5749 -2.8468
H 1.6853 4.7325 -3.2335
H 0.9062 2.4088 -3.2990
H 1.1323 0.1654 -2.6262
H 2.6268 -1.2110 -3.9806
H 1.7869 -2.2786 -6.0638
H -0.5588 -1.9294 -6.7589
H -2.0579 -0.5302 -5.4160
*
```

## Properties
⟨S²⟩   6.03
F_max   0.47 eV Å⁻¹
E_HOMO (spin up / spin down)   -6.53 / -7.35 eV
Frontier orbital gap (spin up / spin down)   6.8 / 6.9 eV


The following is a DFT calculation (the ωB97M-V functional and the def2-TZVPD basis) of 2 unconnected molecules or ions with the total composition C6H13N3O2.

Geometry as ORCA input:
```
! RIJCOSX wB97M-V def2-TZVPD def2/J DEFGRID3
* xyz 0 1
C 2.6982 -1.2534 1.2170
C 2.1744 -0.6893 -0.1605
N 0.9492 0.0383 -0.0718
C 1.0349 1.4104 0.2142
C 0.6758 2.4150 -0.9306
N -0.1947 -0.4310 -0.2587
O -0.3632 -1.6514 -0.4799
H 2.7514 -0.4750 1.8929
H 1.9816 -2.0284 1.5813
H 3.7105 -1.6864 1.1982
H 2.9896 -0.0863 -0.6366
H 2.2904 -1.4127 -0.9759
H 1.9841 1.7278 0.8059
H 0.2555 1.6297 0.9932
H -0.0441 1.8054 -1.5371
H 0.2359 3.2792 -0.4935
H 1.3476 2.7447 -1.6851
C -3.7042 -1.4704 -0.2556
C -3.1129 -0.1351 0.0569
N -2.1016 0.5921 0.2503
O -3.6558 1.0657 0.3360
H -3.1705 -2.3318 -0.4011
H -4.4330 -1.7323 0.5148
H -4.2991 -1.3249 -1.1744
*
```

## Properties
SMILES   CCN(CC)N=O.CC1=NO1
F_max   4.84 eV Å⁻¹
Energy above the lowest of the compared OMol25 structures with the same formula, charge and spin   7.113 eV
E_HOMO   -8.60 eV
Frontier orbital gap   9.5 eV


The following is a DFT calculation (the ωB97M-V functional and the def2-TZVPD basis) of C6H14N2OS in the gas phase.

Geometry as ORCA input:
```
! RIJCOSX wB97M-V def2-TZVPD def2/J DEFGRID3
* xyz 0 1
S 1.1910 2.2571 1.8529
C -0.5972 2.5720 2.1149
C -1.7198 1.7797 1.2976
N -1.3644 0.4245 1.2227
N -1.8752 -0.3523 0.0662
C -1.3612 -0.0305 -1.2814
C -0.0570 -0.9065 -1.6860
O -0.2741 -2.2953 -1.6258
C -0.6153 -2.6209 -0.3134
C -1.8361 -1.7143 0.2519
H 1.7287 3.4933 1.7917
H -0.8072 2.2355 3.1490
H -0.8166 3.6249 2.2093
H -2.6885 1.7944 1.8266
H -1.8632 2.1492 0.2980
H -0.3976 0.3887 1.3652
H -2.1244 -0.3346 -2.0667
H -1.1244 0.9998 -1.2816
H 0.8226 -0.6888 -1.1403
H 0.1481 -0.6048 -2.6831
H -0.8131 -3.6714 -0.2888
H 0.2875 -2.5268 0.3889
H -1.9716 -1.9475 1.2756
H -2.7856 -1.9571 -0.2478
*
```

## Properties
SMILES   SCCNN1CCOCC1
F_max   4.24 eV Å⁻¹
Energy above the lowest of the compared OMol25 structures with the same formula, charge and spin   3.614 eV
E_HOMO   -8.05 eV
Frontier orbital gap   8.7 eV